Entry 1:
Here is 3 unconnected molecules or ions with the total composition CH4N2OS at a distorted geometry from the Open Molecules 2025 dataset. Energies are from ωB97M-V/def2-TZVPD.

Element x y z (Å)
H  0.441  0.864  2.120
H  -1.171  -1.048  -0.356
H  0.453  -1.939  -1.640
C  0.287  0.442  0.108
S  1.727  -0.134  0.243
N  -0.477  0.135  -0.931
O  0.197  -0.346  -2.196
H  -1.112  1.284  1.289
N  -0.347  0.742  1.364

HOMO (eV): -8.78
Gap between HOMO and LUMO (eV): 6.8
LUMO (hartree): -0.0734
Energy relative to the best compared isomer or geometry (same formula, charge and spin) (kJ/mol): 883.4

Entry 2:
Here is 10 unconnected molecules or ions with the total composition C43H92F3N10O10 from the Open Molecules 2025 dataset. Energies are from ωB97M-V/def2-TZVPD.

Element x y z (Å)
N  -6.843  -0.181  2.356
C  -1.580  -3.328  -6.002
H  -2.610  -0.621  3.193
H  4.457  1.192  0.179
H  7.341  3.246  -5.259
H  2.309  1.208  -0.618
H  -3.348  -1.791  -1.271
O  -0.738  -4.831  -2.864
H  1.364  4.219  -7.223
H  -8.279  1.275  1.876
H  2.236  -0.524  -0.780
O  4.736  -0.190  4.374
H  -1.478  4.352  -11.098
F  0.526  4.824  -1.154
C  5.588  0.620  4.677
C  -2.259  -1.781  -1.353
C  -2.942  3.311  -9.060
C  -0.076  -1.146  -0.236
C  2.796  0.158  1.168
O  6.295  2.086  -1.862
H  6.535  4.811  -5.083
H  6.624  0.334  4.921
H  4.886  0.390  1.704
H  -5.225  0.248  1.071
H  0.512  -1.795  0.419
H  4.247  4.505  -3.948
C  4.277  0.307  0.797
H  0.571  0.953  -2.097
H  6.610  3.589  4.267
H  -2.824  -5.497  5.300
H  5.079  -5.360  -2.534
C  6.389  3.729  -5.041
H  -4.964  -2.757  7.507
H  0.509  -2.138  -5.217
H  -1.084  0.740  -1.594
O  -2.132  2.424  -9.258
H  1.187  0.939  -7.477
H  4.504  -4.861  1.137
C  6.295  -3.438  -0.326
C  0.555  3.956  -6.538
C  -1.595  -1.424  -0.021
H  0.214  2.186  -8.302
N  -3.896  -4.091  6.382
H  0.190  -2.337  -3.497
C  0.868  3.528  -1.067
H  5.676  3.447  -5.820
H  -1.976  1.169  10.270
H  -1.924  -2.787  -1.627
N  5.512  -4.484  -0.672
H  -8.573  0.365  3.365
H  -4.618  5.159  -8.670
H  -1.206  0.315  3.765
H  1.177  -3.536  -4.335
N  -2.257  -0.201  0.548
C  -3.302  -1.929  10.173
H  0.835  2.815  -4.270
H  -3.756  6.303  -9.708
O  0.671  0.848  -4.772
N  5.933  3.311  -3.736
H  -2.914  5.106  -11.824
H  -8.857  -0.397  1.793
C  5.849  -5.373  -1.759
C  -1.599  -0.298  2.945
H  2.541  0.977  1.857
H  0.708  4.490  -5.601
H  2.981  -2.001  1.335
H  -0.739  -1.731  11.310
H  4.045  3.527  4.471
H  -2.753  3.337  -11.766
H  3.162  -1.119  2.863
H  -3.461  1.604  1.951
C  -0.124  1.132  -1.266
H  6.790  -5.053  -2.203
H  -2.717  -2.948  5.070
C  -1.470  -0.968  11.586
H  4.633  -0.581  0.267
C  0.319  -2.869  -4.438
H  3.783  -5.577  -0.324
C  -2.557  4.267  -11.232
H  -2.570  -5.578  7.058
H  3.978  3.011  -3.021
H  -1.700  -3.545  0.364
H  4.838  4.354  -2.278
C  -1.815  -2.617  0.930
H  0.033  1.960  1.324
O  -4.670  -4.527  8.470
H  7.192  -3.341  -0.962
C  4.676  3.823  -3.216
C  -3.768  -3.156  5.281
H  -1.921  -2.290  -6.018
C  0.400  0.320  -0.048
C  -2.654  0.373  9.917
H  0.521  0.477  2.083
C  -6.126  -0.362  1.102
H  -1.094  -2.641  1.746
H  -4.230  -3.551  4.376
H  -2.115  2.206  2.924
C  -8.209  0.290  2.341
O  -2.960  0.497  -0.268
H  -0.911  2.993  -1.993
H  -6.777  -0.081  0.277
H  -5.036  5.282  -10.384
C  -1.587  0.549  1.666
H  -3.167  -2.163  9.119
C  -0.111  0.873  1.287
C  4.288  -4.703  0.080
C  4.048  2.442  4.389
H  5.966  -6.401  -1.408
H  -4.356  -1.700  10.332
H  -2.450  -3.979  -6.084
H  -0.945  -0.026  11.733
H  -3.510  3.396  -8.118
H  -1.966  -1.108  -2.160
H  0.177  -1.441  -1.262
C  1.958  0.305  -0.109
C  -0.345  2.643  -1.122
N  5.373  1.952  4.727
C  -2.392  1.820  1.938
H  1.553  -1.364  2.175
C  6.638  2.452  -2.967
H  -5.818  -1.402  0.981
C  -6.191  -0.458  3.498
C  -4.212  5.312  -9.668
C  0.334  1.614  -7.386
H  3.627  -3.840  0.002
F  1.725  3.313  -2.087
O  -5.035  -0.838  3.542
H  -2.201  2.605  1.206
H  -0.563  1.015  -7.235
C  -1.298  -4.567  -3.913
H  7.330  2.341  5.292
H  -2.217  -5.085  -4.236
C  0.687  2.036  -5.036
H  -1.929  -1.260  12.534
H  3.297  2.026  5.062
N  -2.467  -0.801  10.554
C  -3.307  -5.413  6.271
O  -3.479  0.555  9.043
H  -6.801  -0.302  4.403
O  6.047  -2.671  0.581
H  -0.943  -1.165  2.876
H  -0.942  -3.493  -6.873
H  -2.817  -2.594  1.369
H  6.143  3.463  5.972
H  -4.069  -6.188  6.365
H  -0.387  4.289  -6.978
F  1.590  3.410  0.047
H  3.779  2.156  3.372
C  6.413  2.890  5.082
H  -0.947  2.898  -0.246
N  -3.239  4.278  -9.949
C  -4.548  -3.778  7.516
N  -0.877  -3.625  -4.776
N  0.534  2.534  -6.278
H  -4.258  -2.218  5.527
C  2.600  -1.160  1.925
H  7.572  2.111  -3.447
H  -3.030  -2.797  10.768

HOMO (spin up / spin down) (eV): -7.45 / -8.83
Gap between HOMO and LUMO (spin up / spin down) (eV): 7.8 / 9.2
⟨S²⟩: 0.754
Multiplicity: 2
LUMO (spin up / spin down) (hartree): 0.0137 / 0.0137